# 1
ORCA calculation (wB97M-V/def2-TZVPD) on a single C3H7NO2 molecule.

Structure (ORCA input):
```
! RIJCOSX wB97M-V def2-TZVPD def2/J DEFGRID3
* xyz 0 1
O 0.77 -0.84 0.47
O 0.10 -0.58 -1.74
N -1.57 -0.92 -0.27
C 1.11 0.50 0.87
C -0.28 -0.36 -0.42
C -0.10 1.07 0.13
H 1.06 -0.74 -1.71
H -1.57 -1.88 -0.62
H 0.09 1.83 -0.64
H 1.11 0.61 1.96
H -1.88 -0.91 0.69
H 2.08 0.82 0.48
H -0.92 1.39 0.78
*
```

- HOMO-LUMO gap (eV) = 10.75
- electronic energy (hartree) = -323.72290
- relative energy (zero: lowest compared OMol25 entry of this formula, charge and spin) (kJ/mol) = 152.45
- SMILES = N[C@@]1(O)CCO1

=====

# 2
ORCA calculation (wB97M-V/def2-TZVPD) on 14 unconnected molecules or ions with the total composition C42H84O14.

Structure (ORCA input):
```
! RIJCOSX wB97M-V def2-TZVPD def2/J DEFGRID3
* xyz 0 1
O -4.64 3.20 -2.21
O -0.03 0.82 6.45
O 4.69 0.51 -4.24
O 1.48 0.91 -1.33
O 3.92 5.30 -4.76
O 0.48 6.39 -3.10
O -3.36 -2.28 -3.34
O -4.19 -3.72 3.30
O 0.86 0.30 3.05
O 5.92 2.52 0.41
O 0.72 -6.07 2.85
O -1.21 1.53 -6.33
O 2.31 5.45 5.80
O -4.13 -6.31 0.94
C -6.39 -5.88 0.48
C -4.64 -3.65 -4.83
C -0.77 -0.13 6.29
C 2.31 -4.99 4.22
C -0.67 -1.35 7.17
C -0.17 -0.58 -5.90
C 0.38 5.41 -2.34
C -0.67 1.40 -0.53
C -0.87 0.67 -5.54
C 4.05 4.12 -5.17
C 1.50 4.60 5.36
C 0.43 -0.86 -0.22
C 2.71 -0.20 4.31
C -5.24 3.42 -1.15
C 2.06 0.33 3.05
C -6.23 4.57 -1.02
C -2.17 -4.98 3.42
C 5.51 3.04 -0.61
C -3.94 -2.37 -4.44
C 0.28 4.11 6.16
C 2.95 3.40 -5.91
C 1.89 -7.45 4.48
C 6.11 -0.19 -2.40
C 4.80 -0.20 -3.24
C 1.48 -6.17 3.80
C -4.21 -1.05 -5.18
C -1.76 -0.21 5.07
C 2.93 0.99 1.94
C 1.05 4.09 -2.64
C -5.18 2.48 0.03
C -4.52 -5.16 -1.06
C -3.68 -4.80 3.57
C 5.29 3.38 -4.91
C 0.50 0.53 -0.80
C -4.91 -5.81 0.28
C 1.69 4.18 3.93
C 6.51 3.32 -1.68
C 3.65 -1.05 -2.68
C -0.96 1.08 -4.09
C 4.10 3.29 -0.86
C -4.59 -5.85 4.21
C -0.29 5.60 -1.00
H 2.70 -0.52 -2.75
H 3.20 -1.10 3.93
H -6.94 -6.30 -0.37
H -0.04 3.13 5.80
H 2.05 3.96 -6.15
H 0.36 -1.71 7.27
H -6.92 -4.94 0.61
H -7.22 4.14 -1.13
H 6.54 2.45 -2.33
H -1.63 1.22 -1.02
H -0.29 -0.77 -6.96
H 3.41 3.10 -6.85
H 7.51 3.45 -1.27
H 1.35 -1.41 -0.41
H 1.26 4.89 3.23
H -6.13 4.99 -0.02
H -1.94 -4.78 2.37
H 0.06 1.20 -3.71
H 1.44 -8.29 3.95
H 2.97 -7.55 4.38
H 5.89 -0.03 -1.34
H 3.62 2.45 -1.37
H 3.36 1.90 2.33
H -2.81 -0.04 5.33
H -6.16 2.37 0.50
H 2.77 4.15 3.81
H 0.26 6.22 -0.30
H 1.78 -4.08 3.93
H -0.74 4.72 -0.54
H -4.92 -0.46 -4.61
H -4.56 -1.24 -6.20
H -0.34 2.27 -1.10
H 2.66 2.48 -5.39
H 5.37 2.49 -5.54
H -4.79 -5.71 -1.97
H -1.29 -2.20 6.88
H -0.76 1.62 0.53
H 6.21 4.15 -2.33
H -4.49 -3.73 -5.90
H -3.43 -5.19 -1.03
H -1.65 -4.33 4.13
H 3.51 0.27 4.88
H -6.63 -6.58 1.28
H 3.24 -5.08 3.68
H -4.80 -6.55 3.41
H -1.85 -6.02 3.38
H 0.87 -0.64 -5.59
H -0.40 -1.40 -0.69
H 0.36 3.28 -2.91
H 3.72 0.31 1.62
H 3.60 3.34 0.11
H -1.51 2.00 -3.93
H -4.53 2.79 0.85
H -1.45 0.24 -3.60
H 1.60 3.73 -1.77
H -1.10 6.32 -1.16
H 6.84 0.54 -2.74
H -5.39 -5.25 4.65
H 3.61 -2.05 -3.11
H 2.34 -5.01 5.31
H -4.94 -4.16 -1.09
H -4.82 1.50 -0.29
H -5.72 -3.60 -4.68
H -6.05 5.39 -1.72
H 6.63 -1.11 -2.65
H -0.98 -0.93 8.13
H 1.89 -0.38 5.01
H -4.03 -6.39 4.97
H -0.45 4.89 5.95
H 0.52 4.11 7.22
H 3.81 -1.14 -1.61
H -3.28 -0.49 -5.32
H -1.65 -1.20 4.63
H 6.16 4.03 -4.90
H -1.46 0.57 4.38
H 3.96 4.20 -1.44
H -4.16 -4.44 -4.27
H 0.47 -0.83 0.87
H 1.69 4.22 -3.52
H 1.24 3.19 3.88
H 2.25 1.33 1.16
H -0.84 -1.32 -5.46
H 1.65 -7.39 5.54
H 5.20 3.07 -3.87
*
```

- HOMO-LUMO gap (eV) = 9.37
- electronic energy (hartree) = -2703.91508
- relative energy (zero: lowest compared OMol25 entry of this formula, charge and spin) (kJ/mol) = 343.19

=====

# 3
ORCA calculation (wB97M-V/def2-TZVPD) on a molecular structure, C40H51CdN4O2Si.

Structure (ORCA input):
```
! RIJCOSX wB97M-V def2-TZVPD def2/J DEFGRID3
* xyz -1 1
Cd -0.32 -0.09 -0.35
Si -3.21 -1.57 -0.23
O -1.29 3.84 -1.91
O 1.79 -2.20 -3.49
N 1.26 -1.41 -1.38
N -0.64 2.18 -0.43
N -1.87 -1.13 0.74
N -0.18 0.55 -2.48
C 0.37 -3.88 -0.17
C -0.06 -0.75 3.95
C -0.40 -0.66 2.61
C -0.87 -1.43 4.84
C -4.55 -2.60 0.58
C 4.86 0.30 -0.51
C 0.45 -0.25 -3.33
C 2.21 -2.24 -0.74
C -2.03 -2.01 4.35
C 3.57 -1.86 -0.71
C -0.57 3.07 0.67
C -0.60 1.76 -2.80
C 0.61 4.71 1.97
C 1.67 3.95 -0.18
C 1.60 5.25 -1.00
C 4.47 -2.64 0.00
C 1.80 -3.39 -0.05
C -2.60 -2.54 -1.72
C -4.05 -0.04 -0.92
C 3.04 3.80 0.47
C -2.79 2.15 1.44
C -0.39 4.69 2.93
C -1.58 3.03 1.65
C 4.92 -1.01 -2.66
C -0.92 2.70 -1.63
C -3.35 1.55 2.73
C -0.18 -4.50 1.11
C 0.54 3.90 0.84
C 0.02 1.32 -5.05
C -3.87 2.94 0.68
C -1.58 -1.24 2.08
C 0.28 -4.86 -1.34
C 0.55 0.10 -4.66
C 4.06 -3.76 0.70
C -2.38 -1.92 3.02
C 2.73 -4.13 0.67
C -0.53 2.19 -4.12
C 4.07 -0.63 -1.44
C 1.22 -1.42 -2.72
C -1.47 3.85 2.77
H 0.00 -3.87 1.98
H -2.56 1.10 3.34
H -3.35 -2.53 -2.52
H 4.29 0.55 0.38
H -4.07 0.77 2.49
H -3.33 0.66 -1.34
H 0.25 -5.49 1.30
H 5.11 1.24 -1.03
H 0.96 -5.70 -1.18
H -2.48 1.32 0.80
H 1.06 -0.56 -5.34
H 0.57 -4.37 -2.28
H -1.68 -2.12 -2.14
H -2.69 -2.55 5.03
H -4.77 2.33 0.52
H 1.53 3.12 -0.86
H -2.39 -3.58 -1.46
H 3.82 3.70 -0.29
H -5.04 -2.07 1.40
H 0.26 -0.10 1.95
H -4.75 -0.32 -1.71
H 1.46 5.37 2.10
H -0.32 5.32 3.81
H 2.41 -5.02 1.20
H -3.87 2.30 3.33
H -3.50 3.28 -0.28
H -2.25 3.82 3.52
H 3.21 -0.07 -1.79
H -4.16 3.82 1.27
H 0.86 -0.27 4.28
H -0.60 -1.50 5.89
H -0.73 -5.25 -1.46
H -0.26 -3.02 -0.40
H -4.60 0.49 -0.14
H 4.34 -1.65 -3.33
H 4.78 -4.35 1.26
H 3.08 2.91 1.11
H 5.24 -0.12 -3.20
H -5.31 -2.81 -0.18
H -1.27 -4.63 1.03
H 5.81 -1.56 -2.34
H 3.30 4.66 1.09
H 1.75 6.12 -0.35
H -4.18 -3.56 0.95
H 2.38 5.26 -1.77
H 5.80 -0.16 -0.19
H 0.08 1.63 -6.09
H 0.63 5.34 -1.49
H -0.88 3.19 -4.36
H 5.52 -2.35 0.02
H -3.29 -2.40 2.68
*
```

- HOMO-LUMO gap (eV) = 7.50
- electronic energy (hartree) = -2381.80727
- relative energy (zero: lowest compared OMol25 entry of this formula, charge and spin) (kJ/mol) = 11.11

=====

# 4
ORCA calculation (wB97M-V/def2-TZVPD) on a molecular structure, CH2N2O3.

Structure (ORCA input):
```
! RIJCOSX wB97M-V def2-TZVPD def2/J DEFGRID3
* xyz 0 1
O 0.66 0.84 1.75
O -1.20 2.01 1.53
O -0.78 0.52 -0.27
N -0.35 1.27 1.33
N -0.46 -0.38 -1.25
C 0.48 -1.11 -1.15
H 0.56 -1.94 -1.76
H 1.09 -1.22 -0.18
*
```

- HOMO-LUMO gap (alpha / beta) (eV) = 8.89 / 8.45
- electronic energy (hartree) = -374.26220
- relative energy (zero: lowest compared OMol25 entry of this formula, charge and spin) (kJ/mol) = 569.56

=====

Which value of relative energy (zero: lowest compared OMol25 entry of this formula, charge and spin) does entry 2 give?
343.19 kJ/mol